[1]
{"formula": "C12H19OP", "method": "the ωB97M-V functional and the def2-TZVPD basis", "species": ["C", "H", "C", "H", "H", "C", "H", "H", "H", "H", "H", "C", "C", "C", "C", "H", "O", "H", "H", "C", "C", "H", "C", "H", "H", "H", "H", "H", "C", "C", "H", "P", "H"], "coordinates": [[2.106826, 2.428787, 0.983393], [4.243524, -0.921408, -0.075798], [2.274732, 0.176413, -0.189073], [0.499508, -2.163162, -0.537182], [3.293880, 0.098527, -2.148723], [-1.892580, -0.238590, 0.545577], [0.928645, 0.059718, 1.475806], [2.837366, -2.353174, 1.378132], [-1.658463, -1.290825, 0.724173], [-5.433315, 0.179326, -1.527206], [2.096237, 2.028191, 1.995503], [0.987757, -1.808622, 0.373258], [2.880177, 1.502026, 0.080142], [-4.165303, 0.696282, 0.114537], [-5.433284, 0.833321, -0.658721], [-5.557990, 1.862698, -0.994053], [3.948411, 1.814400, -0.398282], [-4.091529, 1.308842, 1.004397], [-6.288711, 0.585987, -0.030306], [2.625269, -0.468109, -1.518113], [2.469550, -2.208795, 0.360272], [1.847017, -0.994201, -2.047907], [0.959299, -0.269762, 0.429525], [0.468831, -2.252449, 1.222283], [2.583594, 3.405117, 0.993921], [-3.239071, -0.715359, -1.109551], [2.629856, -3.135624, -0.192510], [-1.959962, 0.282397, 1.504654], [3.187305, -1.039775, -0.269683], [-3.167075, -0.107385, -0.215684], [1.078754, 2.519701, 0.636403], [-0.495714, 0.549722, -0.423445], [-0.563534, -0.364214, -1.485751]], "atomic_forces_ev_per_a": [[0.2, 0.2, -0.1], [0.0, 0.2, -0.1], [0.1, -0.3, -0.1], [0.0, 0.0, 0.0], [0.1, 0.1, 0.1], [0.3, 0.2, -0.1], [0.0, 0.0, -0.1], [0.0, 0.0, 0.0], [0.0, 0.1, 0.1], [-0.1, 0.0, -0.1], [-0.1, -0.1, 0.1], [0.0, -0.1, 0.1], [-0.1, 0.2, 0.1], [-0.1, 0.0, -0.1], [0.1, 0.0, 0.0], [-0.1, 0.1, -0.1], [0.1, 0.0, 0.0], [0.1, 0.0, 0.2], [-0.1, 0.0, 0.0], [0.1, 0.0, 0.0], [0.0, 0.0, 0.0], [-0.2, -0.1, 0.0], [-0.3, 0.3, -0.2], [-0.1, 0.0, -0.1], [0.0, 0.0, 0.0], [-0.1, -0.1, -0.1], [0.0, -0.1, 0.1], [0.0, -0.1, 0.0], [0.1, -0.1, 0.0], [0.1, 0.0, 0.2], [-0.1, 0.0, 0.1], [-0.1, -0.2, 0.6], [0.0, -0.1, -0.3]], "smiles": "C/C=C/CP[C@H]1CC[C@H]2C[C@]21C(C)=O", "e_homo_ev": -8.95, "total_energy_ha": -885.1942}

---

[2]
{"formula": "C12H20BNO24S4", "method": "the ωB97M-V functional and the def2-TZVPD basis", "species": ["O", "H", "S", "O", "H", "C", "H", "C", "H", "C", "C", "H", "H", "C", "S", "O", "O", "O", "C", "O", "H", "O", "O", "O", "H", "O", "O", "O", "H", "C", "H", "N", "S", "O", "H", "H", "O", "B", "H", "O", "H", "O", "H", "O", "O", "O", "S", "C", "H", "H", "O", "H", "C", "O", "C", "O", "O", "C", "H", "C", "O", "H"], "coordinates": [[-13.331229, 1.107584, 1.034757], [-24.137151, 5.976808, 0.397408], [-16.080333, 5.102610, -9.185907], [-16.381188, -0.423407, -5.744392], [-18.051814, 3.639972, -5.055044], [-13.155517, -5.051212, -5.053009], [-17.049315, 4.018957, -3.874303], [-22.465807, 7.008463, 1.211551], [-11.997570, -0.424472, 0.802786], [-15.366168, -1.201429, -5.610019], [-11.065132, 1.641314, 0.703236], [-12.435011, 0.540820, -0.612353], [-18.544722, 4.777231, -4.079385], [-13.973428, -4.846083, -3.742060], [-21.756904, 6.766807, -1.241334], [-17.046816, 9.186074, -6.101639], [-17.224646, 5.955796, -9.389859], [-13.959200, 3.200612, -0.256490], [-13.574360, 5.370943, -9.294574], [-13.726106, 3.403085, 2.274273], [-15.237713, 12.110023, -8.718507], [-16.199833, 3.641623, -9.303449], [-14.207820, -5.647913, -2.837915], [-15.272078, 5.508724, -7.729376], [-14.013060, 6.964645, -7.855433], [-13.276421, -1.778870, -4.868245], [-16.120279, 11.467076, -5.654492], [-13.270769, -4.012170, -5.756568], [-13.435538, 5.550837, -7.007943], [-13.935334, 5.879298, -7.919220], [-14.555944, 12.667792, -6.397137], [-17.707820, 4.426378, -4.522760], [-17.369330, 10.599026, -6.369888], [-12.576776, -6.168919, -5.307609], [-10.350176, 1.452801, -0.097644], [-13.437605, 4.299938, -9.145076], [-21.502244, 6.561474, 0.337058], [-14.077166, -2.971454, -5.011227], [-17.239415, 5.021623, -5.190878], [-14.742390, 5.556869, -10.110151], [-22.232421, 8.024287, 1.530503], [-15.343613, -2.561251, -5.658405], [-24.485874, 7.705167, 0.732091], [-18.726024, 11.084942, -6.020806], [-20.968160, 7.819772, -1.936488], [-14.386888, -3.627369, -3.654203], [-13.331943, 2.796395, 0.982230], [-23.715708, 6.979337, 0.471070], [-12.603921, 5.816287, -9.513705], [-10.585580, 1.483053, 1.669197], [-21.864894, 5.444632, -1.910735], [-22.425996, 6.242899, 1.986421], [-15.380320, 11.378661, -7.922976], [-11.697895, 2.952006, 0.782397], [-12.142122, 0.591845, 0.436324], [-23.289864, 7.342805, -0.815330], [-13.732120, 0.496930, -4.820807], [-14.005528, -0.705015, -4.987212], [-14.915462, 10.457564, -8.274529], [-14.927855, 11.646376, -6.477772], [-16.817428, 11.203510, -7.814660], [-14.302733, 10.960122, -5.906477]], "atomic_forces_ev_per_a": [[-0.8, 2.5, 1.4], [-0.2, -0.1, 0.3], [2.0, -1.4, 0.1], [4.4, -3.7, 0.0], [-0.1, -0.7, -0.6], [1.5, -7.2, 1.3], [0.4, 0.1, 0.6], [0.3, 0.3, 2.3], [0.3, 0.3, 0.3], [-4.3, 2.1, 1.2], [-0.1, -1.0, 0.6], [0.7, -0.2, -0.3], [0.0, 0.9, 0.4], [-0.1, -2.9, 3.0], [-1.8, 0.1, -0.9], [-0.8, 2.6, -1.2], [1.8, -0.9, 0.3], [0.5, -0.3, 1.6], [0.4, -1.3, 1.9], [0.9, -1.9, -3.4], [0.0, 0.4, 0.6], [0.1, 3.3, 0.6], [0.9, 0.8, -2.1], [-3.6, -1.6, -1.2], [0.8, 0.3, -0.3], [0.9, 0.9, 0.9], [-2.0, 0.1, 0.4], [-0.6, 2.6, -1.2], [0.7, -0.5, -0.6], [-0.9, 1.5, 0.4], [-0.3, 0.0, 0.4], [-0.3, -1.3, -0.5], [1.5, 0.8, 1.1], [-2.1, 5.0, 0.6], [0.2, 1.2, -0.1], [0.2, -0.2, -0.5], [3.4, -1.1, -2.4], [-0.2, -1.3, 0.6], [0.1, 0.8, -0.1], [-1.0, 0.4, 0.8], [0.2, -0.1, 0.4], [0.3, 2.2, -0.2], [0.2, -0.1, 0.3], [4.1, -0.9, -1.4], [-2.1, -2.7, 2.5], [0.1, 2.4, -2.4], [0.3, -0.3, 1.0], [-1.5, -0.7, -1.3], [-0.6, 0.3, -1.4], [0.0, 0.0, -0.1], [0.5, 3.2, 1.8], [-0.2, 0.6, 0.5], [-0.5, -1.7, 0.5], [-1.0, -1.1, -0.3], [-1.2, 0.8, -0.7], [1.3, 0.6, -3.4], [-0.4, -3.5, 0.0], [-0.5, 2.9, -1.4], [-0.2, -0.2, -0.1], [-1.1, 0.2, 1.0], [-1.6, -1.2, -0.1], [0.9, -0.1, -1.3]], "e_homo_ev": -8.47, "total_energy_ha": -3947.2731}

---

Energy above the lowest of the compared OMol25 structures with the same formula, charge and spin (computed, kJ/mol): 0.0; 655.4